58
Properties=species:S:1:pos:R:3:forces:R:3:lowdin_spin:R:1 method="wB97M-V/def2-TZVPD" charge=-1 energy_ev=-90907.974 de_lowest_ev=1.239 s2=6.017 max_force_ha_per_bohr=0.0791 spin_multiplicity=5
H 10.5907 16.3456 7.1321 -0.6 0.2 0.2 0.006
H 5.0930 11.0947 4.6315 0.3 -0.3 0.4 0.011
H 6.2143 18.2273 9.6694 -0.3 0.2 -0.4 0.001
H 11.8888 8.1766 10.9866 0.3 -0.6 0.3 0.003
H 12.4212 14.9068 6.0348 0.6 -0.4 0.0 0.001
C 13.0938 13.2529 8.9944 1.0 -0.9 1.4 0.007
H 14.2347 14.4290 7.5563 0.3 0.1 0.2 0.000
H 11.0792 10.4000 7.4751 0.3 0.0 -0.4 0.002
O 11.7463 16.2140 8.9229 1.1 -0.8 0.0 0.030
H 6.3712 9.3252 5.8633 0.2 -0.3 -0.4 0.000
C 7.8830 12.0716 7.1150 2.2 -0.5 1.5 0.102
H 12.3976 8.6811 8.6384 -0.3 0.3 0.4 -0.001
H 14.1453 17.8908 8.6083 -0.7 -0.2 0.2 0.000
O 11.0638 12.7423 6.2638 0.5 0.3 -0.2 0.024
C 7.1456 13.0452 6.4731 -2.1 2.1 -1.0 0.096
C 9.6848 10.6744 10.4961 0.8 -0.6 2.1 0.029
H 14.7401 16.7048 7.5761 -0.1 -0.6 -0.1 0.000
C 9.4363 17.1293 10.7491 -1.2 2.4 0.8 0.008
N 8.3106 17.9061 10.5765 0.9 -2.3 0.1 0.007
H 8.9870 11.2371 11.1086 0.0 0.3 -0.3 0.001
H 10.4404 17.4559 11.0556 -0.8 0.1 -0.4 0.001
C 13.3150 14.5711 8.1052 -1.4 -1.5 1.0 0.002
H 12.2185 18.1526 7.2452 -0.5 1.4 0.2 0.001
O 12.1100 13.2413 9.8640 1.1 0.6 -1.8 0.060
O 13.9450 12.3467 8.9355 -1.2 1.6 -0.5 0.006
O 10.1028 13.8048 7.9935 0.7 0.6 -0.2 0.054
C 5.8848 11.3276 5.3600 -2.8 2.4 -1.7 0.117
C 11.6411 9.2593 9.1871 -0.6 -1.5 -0.8 0.001
C 10.8761 10.1578 8.5003 -0.4 1.9 0.1 0.029
C 13.8214 16.9706 8.0961 0.0 0.7 -0.5 0.002
C 11.5910 16.1579 7.4637 2.0 -0.2 0.8 0.007
Si 9.0273 12.4824 8.5191 -0.8 -1.0 -1.7 0.154
N 9.1547 15.8623 10.6630 0.1 -1.6 -1.0 0.033
C 9.9183 10.9825 9.1693 0.0 -0.5 0.0 0.029
N 6.1126 17.2966 10.0296 -0.3 -0.9 0.4 0.015
H 13.0145 17.2272 6.0171 -0.4 -0.4 0.4 0.001
H 5.5285 13.5365 5.1525 -0.2 -0.5 -0.2 -0.002
O 10.1357 13.4908 12.1248 0.7 0.6 -0.7 0.035
C 6.6372 10.3633 5.9613 0.7 -0.8 0.7 0.039
Co 10.7314 14.6197 10.1181 0.1 -0.8 -0.3 2.760
C 12.1343 14.7831 7.0788 -0.7 0.1 -0.3 0.005
H 5.6514 16.6221 9.4003 0.7 0.5 0.4 0.004
N 7.8856 15.6832 10.3485 -1.0 1.8 0.4 0.046
H 8.3665 9.9421 7.0535 -0.1 0.0 0.7 0.002
C 6.0569 12.7045 5.6136 2.5 -0.2 1.2 0.010
C 10.4304 9.6954 11.2282 -1.0 0.9 -2.8 0.006
C 12.6436 17.2105 7.0566 1.0 -0.7 0.3 0.005
C 11.0683 13.6708 7.0229 -0.7 -0.1 1.4 0.019
C 11.2914 8.9029 10.4827 1.0 0.9 1.2 0.036
H 7.3778 14.1437 6.6736 -0.4 -1.4 -0.3 0.010
O 11.6050 15.0412 11.8949 -0.6 -0.5 0.1 0.062
N 11.0813 14.1051 12.6146 0.2 0.2 1.0 0.009
H 13.5693 15.8602 10.0222 -0.1 -0.4 0.1 0.000
C 7.6655 10.7206 6.7891 0.1 -0.4 -0.6 0.068
H 8.2659 13.2944 9.4760 0.3 0.0 0.5 0.018
C 13.2668 15.8498 8.9840 -1.6 0.9 -2.1 0.002
H 10.3027 9.6543 12.2804 -0.2 -0.5 0.7 0.000
N 7.4073 16.9246 10.3472 1.5 0.2 -0.5 0.028

=====

7
Properties=species:S:1:pos:R:3:forces:R:3:lowdin_charge:R:1 method="wB97M-V/def2-TZVPD" energy_ev=-23782.529 de_lowest_ev=0.249 smiles=SS.O max_force_ha_per_bohr=0.0321 spin_multiplicity=1
H 2.6911 2.3099 0.2549 -0.2 -0.4 0.0 -0.211
S 1.3747 2.4903 0.4941 -0.6 -1.0 -0.1 0.234
H -1.4453 -1.0963 -1.0349 -0.7 -0.7 0.0 -0.009
H 0.6948 0.1430 1.5898 0.0 0.1 -0.2 -0.206
O -2.1453 -1.7876 -1.0159 1.1 -0.1 0.4 -0.095
H -1.7174 -2.5620 -0.5851 -0.4 0.9 -0.5 0.047
S 0.5473 0.5028 0.2970 0.9 1.3 0.3 0.239

=====

7
Properties=species:S:1:pos:R:3:forces:R:3:lowdin_spin:R:1 method="wB97M-V/def2-TZVPD" energy_ev=-41791.918 s2=6.012 max_force_ha_per_bohr=0.0860 spin_multiplicity=5
H -1.2393 1.1261 1.5788 -0.3 -0.2 -0.1 0.006
H -2.7219 1.1778 0.4349 0.5 0.3 -0.2 0.005
C -1.0529 0.0950 -0.2836 -1.5 3.9 -1.4 0.033
Co 1.8484 0.0746 -0.0258 0.2 0.1 0.1 3.504
H -1.4338 0.4159 -1.3026 0.2 -1.8 0.4 0.006
O 0.1637 -0.3837 -0.2189 0.6 -0.8 0.2 0.366
C -1.6742 0.9199 0.5961 0.3 -1.4 0.9 0.080

=====

88
Properties=species:S:1:pos:R:3:forces:R:3:lowdin_spin:R:1 method="wB97M-V/def2-TZVPD" energy_ev=-121021.155 de_lowest_ev=1.436 s2=8.756 max_force_ha_per_bohr=0.0453 spin_multiplicity=6
C 0.8525 -2.7867 -2.3952 0.5 -0.3 -1.2 0.004
O -4.7822 2.7405 3.2433 0.3 -0.8 -1.2 0.000
N 1.5051 0.3242 -1.6201 -0.5 0.7 0.1 0.070
C -4.3063 0.3413 -3.7274 -0.2 -1.2 -0.4 0.000
H -2.5904 -3.9825 4.1775 0.4 0.2 -0.1 0.000
H -2.4045 0.2566 -4.8376 0.2 0.2 0.2 0.001
O 3.1205 -7.4595 -4.1925 0.0 0.1 0.1 0.000
C -2.0218 -0.1084 -2.8174 -0.6 -0.1 -1.0 0.020
H -2.2919 -2.2164 3.9805 0.0 0.0 0.1 0.000
H -5.3347 -0.7803 -5.2513 0.1 0.0 -0.1 0.000
C 2.5623 -1.2960 1.3064 0.2 0.1 0.0 0.012
H -2.1294 -4.2703 1.8006 0.0 -0.1 -0.3 0.000
C 2.3232 0.8377 -2.2297 0.4 0.0 -0.5 0.012
H -4.5778 0.6527 -5.9079 -0.1 0.4 0.1 0.000
B -3.6918 3.2017 2.3754 -1.1 1.0 1.8 0.000
B 4.0773 -1.7898 2.9153 1.4 -0.9 0.2 0.001
H 3.8964 3.2006 -4.0437 -0.1 0.4 0.0 0.000
O 4.8620 -3.7906 5.5787 0.1 -0.3 0.6 0.000
C 0.2562 3.7502 3.7935 -0.1 -0.1 -0.2 0.000
H -4.1796 -2.1324 2.3657 -0.4 -0.2 -0.1 0.000
C -2.8205 -3.5056 1.4319 0.0 -0.5 -0.1 0.001
H -3.7897 -2.8909 4.7105 0.1 0.4 0.0 0.000
H -3.4236 -3.9091 0.6151 0.2 -0.1 0.0 0.000
H -4.7592 -0.4202 -3.0864 -0.2 0.4 0.4 0.000
B 1.9163 -4.2663 -3.7561 0.7 -1.5 -0.9 0.000
H 2.3133 4.2805 0.9567 0.1 0.3 0.2 0.000
O -4.1470 3.4911 1.0089 -0.1 0.4 0.1 0.001
C -4.9217 3.4878 4.3227 0.0 0.1 0.1 0.000
O -0.6046 -1.9770 -4.1546 -0.2 0.1 -0.2 0.000
C 3.2027 2.9950 -3.2271 0.7 -1.1 -0.2 0.001
O 1.8211 -3.6428 -2.4243 0.0 0.4 0.8 0.002
O 1.8030 -5.7317 -3.6266 -0.4 1.0 0.2 0.000
O 3.9372 -3.0280 3.6904 -0.4 0.7 -0.5 0.000
C 4.7018 -2.9315 4.7805 -0.1 -0.5 -0.4 0.000
H 0.6376 2.7391 3.9529 0.3 0.1 0.3 0.000
O -5.6978 3.2772 5.1978 0.0 0.3 0.3 0.000
O 0.5025 -2.0911 -1.4753 -0.3 0.2 0.8 0.040
H 4.3252 1.2433 -2.6688 -0.1 -0.3 0.1 0.000
O 1.5534 -0.9448 0.7127 -1.2 0.2 0.0 0.086
N -1.3460 -1.6239 0.4366 0.4 0.5 0.1 0.062
C 3.3379 1.4523 -3.0834 0.1 0.4 0.0 0.001
C -2.4561 1.9681 0.9347 -0.6 0.2 0.9 0.008
H 0.4376 5.1982 2.2095 -0.2 -0.3 -0.1 0.000
N 0.8822 1.6007 0.7711 -0.3 -0.2 -0.5 0.058
Fe -0.0805 -0.0944 -0.2817 0.7 -0.6 0.2 4.437
O 2.7607 -1.2023 2.5642 -0.8 0.3 0.3 0.006
C -5.1105 0.2673 -5.0405 0.0 -0.2 0.7 0.000
C 1.1003 4.5515 2.7956 -1.3 0.8 -0.7 0.000
O 6.0786 -1.1308 5.6090 0.2 0.2 0.1 0.000
O 0.8157 -3.6693 -4.5526 0.0 0.2 0.5 0.000
H -0.7698 3.5925 3.4563 0.1 0.2 -0.2 0.000
H -2.9305 -1.2667 -4.2472 0.0 0.0 0.1 0.001
C 1.9509 3.7287 1.8262 0.6 -0.3 0.3 0.000
C -3.8628 4.6128 4.2099 -0.1 -0.5 0.3 0.000
H -4.4999 -3.8882 2.6310 -0.2 0.2 0.0 0.000
H 0.1827 4.2961 4.7306 0.1 -0.2 0.1 0.000
O 3.9254 -2.0501 -0.5424 -0.1 0.2 -0.2 0.001
H 2.8151 3.3961 2.4098 0.1 -0.2 -0.3 0.000
H -6.0695 0.7538 -4.8747 0.0 0.2 -0.4 0.000
C -3.4575 2.8119 0.1404 -0.2 -0.3 -0.3 0.002
O 3.1934 -4.0225 -4.4588 -0.5 1.1 0.5 0.000
H 2.1955 3.2287 -3.5674 0.0 0.2 0.1 0.000
O -3.1651 4.3829 3.1080 0.5 -0.6 -1.5 0.000
C 3.5820 3.7165 -1.9467 -1.4 0.1 0.0 0.000
C -1.9980 -2.4630 0.8525 -0.1 0.2 0.5 0.013
C -2.8926 -0.2087 -3.9777 0.0 0.2 -0.1 0.002
C 1.3504 2.5324 1.2392 -0.2 0.3 0.5 0.006
C 3.8077 -5.1588 -4.6806 0.0 -1.8 0.1 0.000
C 3.8204 -1.8627 0.6328 0.2 -0.3 -0.5 0.003
O -3.6398 5.4782 4.9849 -0.1 0.6 0.5 0.000
O -3.6108 2.7245 -1.0412 0.1 0.1 -0.3 0.001
O 4.8413 -5.3860 -5.2258 0.2 0.7 -0.1 0.000
N -1.3625 -0.0362 -1.8951 0.8 0.3 0.8 0.073
C 0.2475 -2.7575 -3.8187 -0.5 0.2 -0.1 0.000
C -3.7428 -3.1083 2.5871 0.4 0.7 0.2 0.000
O -1.6616 1.1974 0.4487 1.1 -1.0 -0.6 0.069
H -4.3580 1.2937 -3.2077 0.3 0.1 -0.2 0.000
H 3.1805 4.7286 -2.0186 0.5 0.2 0.2 0.000
C 2.8951 -6.2904 -4.1255 0.4 -0.4 -0.4 0.000
H 3.2883 0.9946 -4.0714 -0.1 -0.2 0.1 0.000
C -3.0317 -3.0116 3.9362 -0.5 -0.8 0.0 0.000
H 1.7138 5.3174 3.2690 0.5 -0.5 0.2 0.000
O 4.6972 -2.0695 1.5725 -0.3 0.1 0.4 0.002
H 2.9927 3.2400 -1.1543 0.2 0.1 0.2 0.000
O -2.6677 2.1323 2.1967 0.6 -0.1 -0.3 0.003
O 4.9418 -0.9116 3.6796 -0.5 0.3 -0.4 0.000
H 4.6297 3.7022 -1.6638 0.1 0.0 -0.2 0.000
C 5.3538 -1.5543 4.7687 0.1 0.2 0.6 0.000